No. 1
The following is a quantum chemistry calculation of C17H12F5FeNO6Te as an isolated structure, from the Open Molecules 2025 dataset.

**HOMO-LUMO gap (alpha / beta)**: 7.3 / 7.3 eV
**Energy**: -86867.5143 eV
**Charge**: -1
**Multiplicity**: 2
**LUMO level (alpha / beta)**: 0.85 / 0.83 eV

```
43
Properties=species:S:1:pos:R:3:forces:R:3
Fe 0.951993 -0.384115 -0.134002 -0.8 -1.1 1.4
O 1.080319 -2.011318 3.495387 -0.1 0.0 -0.1
C 0.946102 -1.950416 2.288367 0.1 -0.2 0.1
O 0.548782 -0.893145 1.646374 -0.1 0.0 -0.2
C 1.172480 -3.192314 1.432369 0.1 0.0 0.0
C 0.119366 -3.302316 0.322912 0.0 -0.1 0.1
C 0.099754 -4.713640 -0.261381 0.0 0.0 0.0
C 1.430265 -4.733216 -1.054403 0.0 0.0 0.0
C 1.949216 -3.313091 -0.821959 0.1 0.0 0.0
O 0.727911 -2.543817 -0.746798 0.1 0.3 -0.1
C 2.499104 -3.157569 0.604766 -0.1 0.1 0.0
C 3.308965 -1.856133 0.674784 0.0 -0.2 0.0
O 4.446761 -1.876086 1.098515 0.0 0.0 0.0
O 2.756693 -0.815917 0.123334 0.2 0.9 0.0
H 1.154524 -4.052098 2.099348 0.0 0.0 0.0
H -0.847999 -2.870274 0.562318 0.0 0.0 0.0
H -0.756526 -4.836323 -0.923462 0.0 0.0 0.0
H 0.050073 -5.473461 0.517526 0.0 0.0 0.0
H 1.258853 -4.914167 -2.114483 0.0 0.0 0.0
H 2.137388 -5.476084 -0.686621 0.0 0.0 0.0
H 2.581888 -2.903286 -1.604077 0.0 0.0 0.0
H 3.163481 -3.968660 0.892453 0.0 0.0 0.0
N -3.947001 8.123842 1.146197 0.0 0.0 0.0
C -3.367953 7.136662 1.030807 0.0 0.1 0.0
C -2.644660 5.905075 0.889392 0.0 -0.1 0.0
C -1.470010 5.699099 1.612367 0.0 0.0 0.0
C -0.780256 4.510785 1.480975 0.0 0.0 0.0
C -1.246628 3.505605 0.625565 0.0 0.0 0.1
C -2.426725 3.723600 -0.093137 0.0 0.0 0.0
C -3.119372 4.911095 0.034526 0.0 0.0 0.0
C -0.516309 2.286183 0.494711 0.2 -0.1 0.1
C 0.174359 1.293377 0.394281 0.5 0.2 -0.1
H -1.103799 6.475542 2.270456 0.0 0.0 0.0
H 0.132261 4.342532 2.035739 0.0 0.0 0.0
H -2.796622 2.954087 -0.756620 0.0 0.0 0.0
H -4.028652 5.077034 -0.527200 0.0 0.0 0.0
F -1.010129 -0.540547 -0.953503 -0.4 1.0 0.1
Te -0.487765 0.593493 -2.482736 1.5 -2.1 -1.8
F -2.282732 0.573516 -2.899565 -0.2 0.6 0.4
F -0.495330 -1.117178 -3.273836 -0.2 0.0 0.0
F -0.032431 1.039020 -4.237069 -0.1 0.2 0.1
F -0.539711 2.447403 -2.338086 -0.6 0.0 0.5
O 1.210078 0.297212 -1.864535 -0.1 0.4 -0.4
```
Forces are in eV/Å.

No. 2
The following is a quantum chemistry calculation of C17H12IrN4O4 as an isolated structure, from the Open Molecules 2025 dataset.

**HOMO-LUMO gap (alpha / beta)**: 6.3 / 5.0 eV
**Energy**: -34793.9723 eV
**Charge**: +2
**Multiplicity**: 2
**LUMO level (alpha / beta)**: -9.39 / -10.72 eV

```
38
Properties=species:S:1:pos:R:3:forces:R:3
Ir 0.253453 0.171328 -0.530319 0.5 -0.1 -0.4
O -4.882770 2.830702 -1.433433 0.0 0.0 0.0
C -3.873131 3.586341 -1.838322 0.0 0.0 0.0
O -4.010386 4.669571 -2.320666 0.0 0.0 0.0
C -2.474898 3.047124 -1.682018 0.0 -0.1 0.1
C -1.361167 3.770513 -2.074040 0.0 0.0 0.0
N -0.270836 3.038754 -1.795910 0.0 0.0 -0.1
N -0.614660 1.862322 -1.259059 0.0 0.0 0.0
C -1.945497 1.860642 -1.174532 0.0 0.1 0.1
C -2.518956 0.655948 -0.533936 0.1 -0.1 0.1
O -3.677371 0.434820 -0.373679 0.0 0.0 0.0
O -1.563994 -0.242973 -0.146641 -0.2 0.1 0.2
H -4.617821 1.972754 -1.056526 0.0 0.0 0.0
H -1.307964 4.746037 -2.531165 0.0 0.0 0.0
H 0.692247 3.258310 -2.004302 0.0 0.0 0.0
C -0.461910 -5.426733 0.206794 0.0 0.0 0.0
C 0.665273 -5.151710 1.006956 0.0 0.0 0.0
C 1.162013 -3.885607 1.068308 0.0 0.0 0.0
C 0.523640 -2.844741 0.315192 0.1 0.0 -0.1
C -0.612064 -3.137522 -0.494436 0.0 0.0 0.0
C -1.092899 -4.411991 -0.542237 0.0 0.0 0.0
N 0.992144 -1.557876 0.355161 0.0 0.1 -0.1
N 2.080266 -1.388239 1.050571 -0.1 0.0 0.1
C 2.417184 -0.100031 1.214613 0.1 0.0 -0.1
C 3.569085 0.210928 1.970252 0.0 0.0 0.0
C 3.854126 1.532797 2.225586 0.0 -0.1 0.0
C 3.008951 2.536099 1.743308 -0.1 0.0 -0.1
C 1.862930 2.241210 0.980603 0.1 0.1 0.0
C 1.579738 0.934613 0.669849 -0.3 -0.1 0.3
H -0.849277 -6.436899 0.162576 0.0 0.0 0.0
H 1.131116 -5.949394 1.568383 0.0 0.0 0.0
H 2.023007 -3.649334 1.674146 0.0 0.0 0.0
H -1.089903 -2.350428 -1.056157 0.0 0.0 0.0
H -1.953565 -4.651159 -1.150804 0.0 0.0 0.0
H 4.191030 -0.592143 2.343027 0.0 0.0 0.0
H 4.722016 1.796376 2.813804 0.0 0.0 0.0
H 3.234352 3.571270 1.966621 0.0 0.0 0.0
H 1.216500 3.048320 0.662429 0.0 0.0 0.0
```
Forces are in eV/Å.

No. 3
The following is a quantum chemistry calculation of C17H13AuN2O2Se2Te2 as an isolated structure, from the Open Molecules 2025 dataset.

**HOMO-LUMO gap (alpha / beta)**: 3.8 / 3.8 eV
**Energy**: -173883.7599 eV
**Multiplicity**: 1
**LUMO level (alpha / beta)**: -3.25 / -3.25 eV

```
39
Properties=species:S:1:pos:R:3:forces:R:3
Au -0.221600 -0.039699 -0.519617 -0.5 0.3 -0.9
C 2.525200 1.761584 -1.304044 0.2 0.0 -0.3
O 1.741950 1.336005 -0.209416 0.4 0.3 0.1
C 1.580689 2.137279 0.874701 -0.2 0.1 0.5
C 2.286921 3.311349 1.096267 0.0 -0.1 -0.2
C 2.068533 4.053225 2.244426 -0.1 0.0 0.1
C 1.140349 3.630841 3.182784 0.2 0.2 0.0
C 0.434948 2.465329 2.978410 0.0 -0.1 -0.3
C 0.632507 1.704342 1.823689 0.6 1.0 0.7
N -0.147184 0.595762 1.554782 -0.7 -1.7 -1.3
N -0.842214 0.117755 2.487281 0.7 1.5 1.4
C -1.765475 -0.811960 2.489726 -0.2 -0.8 -1.1
C -2.275603 -1.459219 1.297852 0.2 0.3 0.6
O -2.053073 -1.073387 0.122906 -0.3 -0.4 -0.3
C -3.132007 -2.593141 1.500991 -0.5 -0.3 0.0
C -3.606752 -2.935765 2.718018 0.1 0.1 -0.5
C -3.268124 -2.194507 3.885624 0.3 0.3 0.3
C -3.869421 -2.479344 5.119016 0.1 0.0 0.0
C -3.542553 -1.756934 6.240157 -0.1 -0.2 0.1
C -2.585303 -0.745390 6.151035 0.0 0.0 -0.1
C -1.986959 -0.449300 4.946632 0.0 0.0 0.2
C -2.319869 -1.155890 3.782838 -0.3 -0.1 0.3
H 3.577674 1.843319 -1.021485 -0.1 0.0 0.0
H 2.160572 2.707350 -1.716053 0.0 0.0 0.1
H 2.414291 0.978201 -2.055344 0.1 0.1 0.1
H 3.006226 3.656561 0.371923 0.1 0.0 -0.1
H 2.624110 4.964969 2.399287 0.0 0.1 0.0
H 0.955359 4.224888 4.063371 0.0 0.0 0.1
H -0.300165 2.125189 3.690613 -0.1 0.0 0.0
H -3.417713 -3.119187 0.603101 -0.1 -0.1 -0.1
H -4.283098 -3.771355 2.829147 -0.1 -0.1 -0.1
H -4.599858 -3.276347 5.159201 -0.1 0.0 0.1
H -4.025576 -1.969890 7.182874 0.0 0.0 0.1
H -2.323792 -0.183066 7.037873 0.0 0.0 0.0
H -1.262110 0.347569 4.884747 0.1 0.0 0.0
Se -0.504973 0.690894 -2.943350 0.2 -1.2 0.3
Te -0.187020 -1.325129 -4.295089 0.4 0.4 0.6
Te 1.841372 -2.690803 -3.065000 -0.5 0.2 0.2
Se 1.884564 -1.931637 -0.751193 0.0 0.1 -0.5
```
Forces are in eV/Å.

No. 4
The following is a quantum chemistry calculation of C17H13BrEuF6I2N4O6S4 as an isolated structure, from the Open Molecules 2025 dataset.

**HOMO-LUMO gap (alpha / beta)**: 8.1 / 8.4 eV
**Energy**: -201300.6330 eV
**Charge**: +1
**Multiplicity**: 7
**LUMO level (alpha / beta)**: -3.32 / -3.03 eV

```
54
Properties=species:S:1:pos:R:3:forces:R:3
Eu 0.368248 0.522062 0.123092 -4.9 1.5 -1.0
Br 1.900237 3.475609 -2.386679 0.0 0.1 -0.1
C 2.012277 1.686665 -2.978192 -0.2 -0.3 0.3
C 2.703577 1.389523 -4.139048 -0.1 0.0 0.0
C 2.695051 0.074872 -4.577063 0.0 0.0 0.0
C 2.029432 -0.889382 -3.838449 0.0 -0.1 0.0
C 1.379715 -0.490319 -2.689090 -0.1 0.2 0.2
N 1.359744 0.781815 -2.252891 0.4 -0.1 -0.5
C 0.643839 -1.451590 -1.770952 0.3 -0.9 -1.0
O 1.077729 -2.570027 -1.594884 -0.1 0.0 -0.1
O -0.402502 -0.923066 -1.216033 -0.1 -1.2 -0.5
H 3.216403 2.165656 -4.686650 0.0 0.0 0.0
H 3.204237 -0.189599 -5.494222 0.0 0.0 0.0
H 2.006009 -1.928183 -4.134708 0.0 0.0 0.0
C -0.828886 4.445786 0.329660 0.0 0.1 0.0
C -1.284986 3.493319 1.379738 -0.2 0.0 0.2
N -1.152035 2.192554 1.360972 0.1 -0.1 0.3
C -1.663140 1.615389 2.516191 -0.1 0.3 0.2
C -2.197557 2.502923 3.393162 -0.1 0.0 0.0
S -2.072316 4.090692 2.786788 0.1 -0.1 -0.2
C -1.565224 0.174907 2.744790 -0.1 -0.3 0.1
C -2.059485 -0.497115 3.816701 0.0 0.1 0.0
S -1.728849 -2.166323 3.676880 0.1 0.1 -0.3
C -0.958856 -1.894927 2.162762 -0.2 -0.1 0.2
N -0.943586 -0.634018 1.810697 0.0 -0.1 0.6
C -0.499938 -3.037028 1.329371 0.1 -0.1 0.0
H -0.278688 3.936034 -0.456832 0.0 0.0 0.0
H -0.181696 5.207657 0.766432 0.0 0.0 0.0
H -1.682878 4.958286 -0.115222 0.0 0.0 0.0
H -2.647694 2.308710 4.352447 0.0 0.0 0.0
H -2.584282 -0.100205 4.669681 0.0 0.0 0.0
H -0.054854 -3.818366 1.944871 0.0 0.0 0.0
H 0.220591 -2.732238 0.579729 0.0 0.0 0.0
H -1.357088 -3.463024 0.803548 0.0 0.0 0.0
I -1.728819 1.822753 -2.051671 -1.3 -0.6 -0.8
C -3.048775 0.016819 -2.134866 0.5 0.7 0.5
I -3.629554 -0.388391 -0.133249 -0.4 -0.1 -0.3
H -2.454905 -0.822311 -2.484277 0.1 0.3 0.0
H -3.922696 0.219594 -2.752078 0.3 0.2 0.1
F 3.254027 3.220614 3.520340 0.0 -0.1 0.0
C 3.029925 3.199149 2.226641 0.1 0.0 -0.1
F 4.111489 3.536292 1.555525 0.0 0.0 0.0
F 2.030739 4.029909 1.925759 0.1 0.0 0.1
S 2.412842 1.545116 1.673731 1.2 1.0 1.6
O 2.093407 1.773510 0.266018 2.0 1.5 -0.4
O 1.205631 1.283116 2.416717 0.0 0.0 0.5
N 3.563884 0.527448 1.912835 0.0 0.2 0.1
S 3.157901 -0.934571 1.442705 1.0 -0.2 -0.3
O 1.826867 -0.859625 0.822018 1.3 -1.8 0.5
O 3.388183 -1.974880 2.366460 0.1 0.0 0.2
C 4.279296 -1.145928 -0.034766 -0.2 0.3 -0.3
F 5.501243 -0.740231 0.235135 0.1 0.0 0.3
F 4.294551 -2.387047 -0.456300 -0.1 -0.2 0.1
F 3.767213 -0.352470 -0.991355 0.2 -0.1 0.1
```
Forces are in eV/Å.

No. 5
The following is a quantum chemistry calculation of one molecule with the formula C17H13BrF2N2O2, from the Open Molecules 2025 dataset.

**HOMO-LUMO gap**: 9.4 eV
**Energy**: -100392.3540 eV
**Multiplicity**: 1
**LUMO level**: 0.49 eV
**SMILES string**: N#CCCN(C(=O)COc1ccc(Br)cc1F)c1ccc(F)cc1

```
37
Properties=species:S:1:pos:R:3:forces:R:3
N -0.412195 6.556111 -0.997885 -0.3 0.6 0.2
C 0.123615 5.577809 -1.244292 0.1 0.1 0.0
C 0.790104 4.334948 -1.535431 0.2 -0.6 -0.1
H 0.950567 4.263906 -2.614729 0.1 0.0 0.1
H 1.759132 4.329660 -1.026582 -0.1 0.0 -0.1
C -0.058914 3.141565 -1.067809 -0.2 0.1 -0.2
N 0.653624 1.891088 -1.272583 -0.2 0.2 0.2
C 0.577534 1.322406 -2.499695 0.1 -0.4 0.1
O -0.030948 1.839201 -3.414986 0.0 0.0 -0.3
C 1.261861 -0.033458 -2.700438 0.0 0.0 -0.3
O 1.369657 -0.849096 -1.560259 0.0 -0.3 0.1
C 0.235267 -1.272460 -0.950555 -0.1 -0.2 0.2
C -1.064560 -1.024070 -1.377763 0.4 0.0 0.0
C -2.148585 -1.502110 -0.659714 -0.1 -0.1 0.2
C -1.942757 -2.231819 0.495905 -0.1 0.0 0.0
C -0.659989 -2.495479 0.952648 0.0 0.1 -0.1
C 0.406507 -2.013179 0.227270 0.0 0.1 -0.1
F 1.654975 -2.250761 0.665713 -0.2 0.0 -0.1
H -0.483796 -3.061230 1.853416 0.0 0.0 0.1
Br -3.430367 -2.876590 1.484373 0.1 0.0 -0.1
H -3.150843 -1.301734 -1.004072 -0.1 0.0 0.0
H -1.247835 -0.452684 -2.273291 0.0 0.1 -0.1
H 0.729265 -0.544524 -3.512959 0.0 0.2 0.1
H 2.292200 0.134859 -3.027797 -0.2 0.0 0.0
C 1.489325 1.445411 -0.215207 0.4 0.0 0.3
C 0.916561 1.065983 0.994680 0.1 0.1 -0.2
C 1.716799 0.651228 2.041828 0.2 0.0 0.1
C 3.088556 0.620632 1.862264 -0.1 0.1 -0.2
C 3.678279 1.003548 0.670615 0.0 -0.1 0.2
C 2.870852 1.424736 -0.368606 -0.3 0.1 0.1
H 3.312056 1.732844 -1.304478 0.0 0.1 -0.1
H 4.750944 0.970761 0.568196 0.1 0.0 0.0
F 3.870505 0.221173 2.878363 0.0 0.0 0.0
H 1.291270 0.344147 2.983613 0.0 0.0 0.1
H -0.157495 1.081611 1.108439 -0.1 0.0 0.0
H -0.296255 3.240116 -0.007019 0.0 0.0 -0.1
H -0.983369 3.105939 -1.650212 0.1 0.1 0.2
```
Forces are in eV/Å.

No. 6
The following is a quantum chemistry calculation of one molecule with the formula C17H13Cl2N3O3S, from the Open Molecules 2025 dataset.

**HOMO-LUMO gap**: 9.0 eV
**Energy**: -64334.5464 eV
**Multiplicity**: 1
**LUMO level**: 0.38 eV
**SMILES string**: O=C(COC(=O)CCc1nc2ccccc2s1)Nc1ncc(Cl)cc1Cl

```
39
Properties=species:S:1:pos:R:3:forces:R:3
O -4.253393 -1.256116 1.818667 -0.2 0.0 0.0
C -3.395081 -1.194617 0.976057 0.0 -0.2 -0.3
N -2.070492 -1.320678 1.336144 0.2 0.0 0.8
C -0.938914 -1.551945 0.596112 0.6 -0.2 -0.2
N -1.028745 -1.761826 -0.707850 -0.3 -0.1 0.3
C 0.052117 -2.019404 -1.420444 0.5 -0.1 0.1
C 1.314123 -2.095422 -0.856526 -0.4 0.0 0.4
C 1.447603 -1.883771 0.513892 -0.3 -0.1 -0.2
C 0.313292 -1.607469 1.246928 -0.1 -0.1 -0.3
Cl 0.434167 -1.329693 2.946988 0.0 0.0 0.1
H 2.415024 -1.927934 0.988857 0.1 0.0 0.1
Cl 2.694480 -2.436979 -1.814104 0.2 -0.1 -0.2
H -0.106883 -2.172653 -2.477587 0.1 0.0 -0.2
H -1.921819 -1.272228 2.340731 -0.2 0.0 -0.3
C -3.721713 -1.086023 -0.508410 -0.5 -0.1 0.1
H -3.424582 -2.005264 -1.017841 -0.1 0.2 0.1
H -4.804323 -0.933804 -0.586453 0.2 0.0 0.1
O -3.053166 -0.038230 -1.200235 0.0 0.0 -0.3
C -2.813213 1.086285 -0.526727 -0.1 0.6 0.0
O -3.089167 1.245321 0.632723 -0.2 0.2 -0.1
C -2.158079 2.121699 -1.416966 0.1 -0.2 0.0
H -2.852409 2.348935 -2.227690 0.0 0.0 0.0
C -0.849024 1.607563 -2.015626 -0.3 0.1 -0.2
C 0.249880 1.448110 -1.024828 0.0 0.1 0.6
N 1.421321 1.048890 -1.341544 0.0 -0.1 -0.9
C 2.267598 0.999942 -0.272475 0.0 0.3 1.0
C 3.602297 0.606300 -0.299501 0.0 0.0 0.0
C 4.314121 0.594564 0.881086 0.1 -0.1 -0.1
C 3.721957 0.976010 2.084045 -0.1 0.0 0.2
C 2.403132 1.382877 2.131865 0.0 0.0 0.1
C 1.680431 1.392062 0.950942 0.0 0.0 -0.4
S 0.018516 1.826830 0.688599 0.4 -0.1 -0.1
H 1.942857 1.685230 3.059468 0.0 0.0 0.1
H 4.303705 0.956896 2.993256 0.1 0.0 0.1
H 5.348993 0.286725 0.876594 0.1 0.0 0.0
H 4.049545 0.316660 -1.236395 0.1 0.0 -0.1
H -1.020675 0.640105 -2.495186 0.0 0.1 0.0
H -0.501910 2.298625 -2.789078 0.0 -0.1 0.0
H -1.991575 3.024415 -0.827497 -0.1 0.0 0.0
```
Forces are in eV/Å.